(1)
39
Properties=species:S:1:pos:R:3:forces:R:3 method="wB97M-V/def2-TZVPD" total_charge=+2 homo_lumo_gap_ha="0.1695 / 0.1694" e_lumo_ev="-10.733 / -10.734"
Pd -0.433 0.488 -0.321 0.19 0.04 -0.07
S 0.082 2.189 -1.711 -0.05 -0.06 0.07
F 3.402 4.621 -4.507 0.00 0.00 0.00
F 1.506 4.477 -2.594 0.00 0.01 0.00
F 1.189 -0.192 -3.285 -0.01 -0.01 0.01
F 4.149 2.373 -5.756 0.00 0.00 0.00
F 3.098 -0.013 -5.184 0.00 0.00 0.00
O 0.588 -0.990 3.217 -0.01 -0.01 0.00
N -0.145 -0.762 1.071 -0.06 -0.02 0.02
N -0.313 1.818 1.267 -0.06 0.01 -0.01
N -0.671 -1.240 -1.372 -0.04 0.03 -0.03
C -1.419 -2.563 -3.196 0.00 0.00 0.01
C 1.253 2.138 -2.883 0.01 -0.01 0.01
C 3.238 2.307 -4.849 0.00 0.00 0.00
C 0.123 1.858 3.613 -0.01 0.00 0.00
C 1.878 3.396 -3.221 -0.01 0.00 0.01
C 0.009 1.192 2.415 0.00 -0.02 -0.01
C -0.490 3.862 2.465 0.00 -0.01 0.00
C -0.474 -3.606 -1.258 -0.02 0.00 0.01
C -0.330 -2.353 -0.688 0.01 0.00 0.01
C 2.674 1.050 -4.544 0.01 0.01 0.00
C 0.156 -2.135 0.707 -0.01 -0.03 -0.01
C -1.017 -3.713 -2.525 0.00 0.01 -0.01
C -0.126 3.225 3.639 0.00 0.00 0.00
C 0.201 -0.291 2.321 0.04 0.05 0.00
C 2.841 3.481 -4.189 0.01 -0.01 -0.01
C -0.573 3.128 1.293 -0.01 0.00 0.00
C -1.230 -1.344 -2.590 -0.02 -0.02 0.00
C 1.706 0.974 -3.588 -0.01 0.01 0.00
H -0.711 4.919 2.442 0.00 0.00 0.00
H -1.147 -4.685 -2.982 0.00 0.00 0.00
H 0.389 1.292 4.496 0.00 0.00 0.00
H -0.357 -2.807 1.403 0.02 -0.01 0.00
H -0.859 3.604 0.366 0.01 0.00 -0.01
H -0.050 3.779 4.565 0.00 0.00 0.00
H -1.874 -2.610 -4.174 0.00 0.00 0.00
H 1.226 -2.354 0.798 0.01 0.02 -0.02
H -0.185 -4.483 -0.696 0.00 0.00 0.00
H -1.524 -0.420 -3.068 0.00 0.00 0.00


(2)
45
Properties=species:S:1:pos:R:3:forces:R:3 method="wB97M-V/def2-TZVPD" s_squared=2.00 total_charge=-1 spin_multiplicity=3 homo_lumo_gap_ha="0.2724 / 0.2778" e_lumo_ev="1.707 / 1.596"
Pd 0.387 -0.609 -1.008 1.12 0.48 -0.51
Br 1.957 6.299 -0.962 -0.03 -0.23 -0.03
Br -5.380 3.486 -1.589 0.06 -0.08 0.02
As 3.336 -0.890 -0.211 1.21 0.06 1.46
S -0.225 -2.764 0.659 -0.74 -1.11 1.30
O 0.600 -2.857 -0.571 -0.04 0.60 -0.19
O -0.879 -4.005 0.983 0.16 0.15 -0.04
O 1.734 -0.452 0.962 0.33 0.13 -1.12
O -1.121 -1.603 0.587 0.18 -0.17 0.01
O 2.559 -0.632 -1.632 -1.27 0.28 -1.15
O 3.260 -2.633 0.017 0.19 0.01 -0.05
N -2.704 -2.483 -2.482 0.47 -1.27 -0.44
N -1.618 0.964 -0.506 0.10 0.56 -0.15
N -0.800 -1.014 -2.744 0.17 0.09 0.36
N -4.921 -2.432 -1.470 -0.62 0.07 0.32
N 0.774 1.814 -1.448 -0.50 0.00 0.29
C 0.182 4.076 -0.918 -0.11 -0.29 -0.01
C 2.001 2.222 -1.726 0.38 0.18 -0.15
C -3.855 2.451 -1.144 -0.14 -0.27 0.12
C 2.616 -1.115 3.048 -0.14 0.14 -0.29
C -1.501 2.231 -0.913 -0.94 -0.42 0.15
C 1.475 4.472 -1.182 0.26 -0.07 -0.09
C 1.720 -1.308 1.991 0.14 -0.14 0.71
C 0.978 -3.342 3.050 0.00 -0.14 0.08
C -2.828 0.439 -0.421 -0.28 -0.09 0.16
C -3.988 1.133 -0.738 0.00 0.32 -0.08
C 0.906 -2.435 2.012 -0.35 0.07 -0.53
C -2.603 3.024 -1.234 0.36 -0.09 0.07
C -3.856 -2.419 -1.918 -0.52 0.33 0.30
C -0.136 2.725 -1.080 0.81 0.30 -0.21
C 2.410 3.543 -1.614 -0.29 0.26 0.09
C 1.884 -3.155 4.081 -0.02 -0.04 0.01
C 2.703 -2.035 4.070 -0.01 -0.07 0.15
C -1.722 -1.712 -2.505 0.30 0.83 -0.79
H 3.423 -1.878 4.862 0.04 -0.02 0.08
H 3.420 3.829 -1.855 0.11 0.02 -0.01
H -2.871 -0.583 -0.069 -0.08 -0.02 -0.05
H 1.965 -3.883 4.874 -0.03 -0.04 0.07
H 0.326 -4.201 3.003 0.00 -0.08 0.08
H -0.560 4.780 -0.574 -0.03 0.03 0.00
H 2.685 1.452 -2.059 -0.02 -0.06 0.07
H 2.433 -2.942 -0.395 -0.12 -0.22 0.01
H 3.261 -0.246 3.016 -0.01 0.03 0.02
H -2.481 4.040 -1.574 0.00 0.06 -0.05
H -4.947 0.647 -0.671 -0.10 -0.09 -0.01


(3)
40
Properties=species:S:1:pos:R:3:forces:R:3 method="wB97M-V/def2-TZVPD" s_squared=6.02 total_charge=-1 spin_multiplicity=5 homo_lumo_gap_ha="0.2354 / 0.1833" e_lumo_ev="2.170 / 0.428"
Pt -0.989 2.061 2.504 0.88 0.50 -0.50
Te -2.012 -2.433 0.835 0.09 0.27 0.03
Se -1.703 4.494 2.500 -0.15 -0.40 -0.04
Se -2.281 4.758 4.678 0.06 -0.34 0.12
Se -2.411 1.062 4.215 -0.37 0.04 0.17
Se -1.404 2.713 5.528 -0.15 0.11 0.11
Cl 3.131 1.479 3.683 0.29 -0.62 0.52
Cl 0.639 4.743 0.373 0.77 0.04 -0.42
Cl 5.093 2.201 -1.304 0.44 -0.31 -0.38
F -0.894 -0.270 -3.285 0.25 -0.20 -1.27
O 1.074 3.265 2.844 0.40 -0.25 -0.97
C -2.134 -3.611 -1.989 0.25 0.22 -0.76
C 3.062 2.161 2.112 0.22 0.33 -0.07
C -0.794 1.460 0.490 -0.58 -0.77 1.42
C 4.049 1.882 1.165 -0.31 -0.79 1.07
C 3.920 2.490 -0.062 0.69 0.81 -0.33
C -0.791 0.353 -2.120 0.01 -0.13 2.89
C -1.636 -3.788 -0.696 0.00 -1.26 -0.51
C 0.162 0.529 0.117 0.82 0.11 -1.31
C 2.989 3.485 -0.308 -1.20 -1.02 1.42
C -2.030 -4.632 -2.966 -0.22 1.58 2.27
C -0.775 -5.962 -1.410 -0.07 -0.26 1.54
C 2.043 3.708 0.683 -1.02 0.37 -0.12
C 0.197 0.003 -1.198 -0.05 0.24 -0.18
C -0.958 -5.006 -0.455 0.73 1.10 0.95
C -1.806 1.176 -1.679 -1.45 0.76 -1.40
C 1.977 3.062 1.936 0.21 -0.02 0.25
C -1.838 1.683 -0.396 1.76 -0.07 -0.50
C -1.460 -5.785 -2.566 0.70 -3.16 -2.68
H -1.472 -6.647 -3.272 0.15 0.75 0.31
H -2.530 2.398 -0.087 -1.53 0.86 0.10
H 1.011 -0.624 -1.545 -0.03 -0.18 0.23
H 4.849 1.149 1.437 -0.78 0.84 -0.53
H -2.344 -4.588 -3.965 -0.78 0.58 -1.08
H 2.808 3.898 -1.262 0.25 0.49 -0.88
H -2.517 -2.632 -2.234 -0.32 0.02 -0.16
H -0.174 -6.833 -1.146 -0.37 0.06 -0.39
H 0.999 0.289 0.764 -0.05 -0.08 0.10
H -2.597 1.491 -2.397 0.54 -0.47 0.54
H -0.452 -5.181 0.479 -0.10 0.27 0.47


(4)
40
Properties=species:S:1:pos:R:3:forces:R:3 method="wB97M-V/def2-TZVPD" s_squared=6.03 total_charge=-1 spin_multiplicity=5 homo_lumo_gap_ha="0.2490 / 0.2074" e_lumo_ev="2.285 / 0.510"
Pt -0.338 -1.201 -0.700 0.38 -0.11 0.12
Te 0.121 -0.001 2.079 -0.44 0.79 -0.59
Se -0.164 -2.792 -2.491 -0.22 -0.26 -0.31
Se -2.107 -3.895 -1.687 0.10 0.13 -0.75
Se -3.495 -3.700 -3.454 0.12 -0.13 0.42
Se -2.451 -0.507 0.096 -0.23 0.15 0.49
Cl 2.774 -1.761 -0.123 -0.06 0.33 -0.59
Cl 4.140 -4.876 3.959 0.11 0.12 0.23
Cl -1.047 -4.623 2.666 0.26 0.20 -0.48
F -0.140 3.659 -4.551 -0.56 -0.30 0.13
O -0.079 -2.919 0.535 -0.88 0.50 -0.97
C 3.223 -3.265 2.016 0.10 -0.08 -0.59
C 2.267 -2.870 1.080 -0.39 -0.65 1.05
C 1.552 -4.647 3.169 2.18 1.28 -0.82
C -1.448 2.654 2.391 -0.46 0.48 0.59
C -0.310 2.567 -3.748 1.11 -0.51 0.13
C -0.323 4.071 0.392 0.76 0.49 -1.37
C -1.884 3.947 2.145 -0.42 0.19 0.50
C 2.884 -4.155 2.980 -1.16 -1.38 0.93
C 0.824 2.104 -3.090 -0.78 -0.24 -0.51
C 0.930 -3.321 1.198 -0.28 0.21 1.03
C 0.612 -4.197 2.306 0.17 0.17 -0.20
C -0.491 2.019 1.616 0.02 -0.75 0.82
C -1.317 4.687 1.099 -1.73 -0.52 0.83
C 0.081 2.763 0.619 0.45 0.28 -0.02
C 0.715 1.009 -2.259 1.73 0.66 0.14
C -1.522 0.671 -2.836 0.95 2.31 -0.41
C -0.435 0.310 -2.028 -1.37 -0.39 -0.58
C -1.478 1.851 -3.678 0.43 -1.17 1.21
H 4.251 -2.939 1.949 -0.03 0.11 -0.16
H 1.635 0.709 -1.777 0.13 -0.19 0.19
H -2.684 4.335 2.827 0.79 -0.13 -0.90
H -1.842 5.593 0.791 0.76 0.12 0.08
H 1.786 2.467 -3.373 0.52 0.59 0.18
H -1.872 2.192 3.260 -0.16 -0.59 0.19
H -2.298 2.213 -4.249 -0.79 -0.11 -0.27
H 0.889 2.342 0.058 0.22 -0.08 -0.43
H 1.325 -5.271 3.987 -0.22 -0.67 0.72
H 0.151 4.623 -0.419 -0.04 -0.16 0.03
H -2.433 0.154 -2.756 -1.08 -0.68 -0.07


What did we get for F_max? Answer: 0.0040 0.0369 0.0816 0.0517 hartree/bohr, in the order shown.
What did we get for DFT total energy? Answer: -1956.184691 -9327.740217 -12241.247847 -12241.296717 Ha, in the order shown.